Computed, not measured: C12H30F3NaO10 as an isolated structure in a non-equilibrium geometry, with the ωB97M-V functional and the def2-TZVPD basis.

```
56
Properties=species:S:1:pos:R:3:lowdin_charge:R:1
Na -15.73358 12.57197 -10.03698 0.4402
C -15.23905 11.12652 -7.08564 -0.5046
O -14.73704 9.82875 -6.73428 -0.0737
O -16.02385 10.99973 -8.15438 -0.1735
C -15.88975 11.80585 -5.86639 -0.5016
F -15.02182 12.02777 -4.84220 0.1074
F -16.38531 13.04168 -6.20077 0.0883
F -16.92339 11.06585 -5.40307 0.1349
C -13.52990 9.77461 -6.00557 -0.2862
C -13.39145 8.32953 -5.55037 -0.0763
H -12.49009 8.16751 -4.95083 0.0695
H -14.19448 8.00715 -4.88326 0.0745
H -13.42326 7.64317 -6.39487 0.0735
H -13.42101 10.45184 -5.14976 0.1085
H -12.68556 10.05883 -6.65213 0.1020
H -14.33181 11.73962 -7.30530 0.1257
C -15.63083 15.75095 -11.68766 -0.2196
C -15.56739 16.76595 -10.56563 -0.2120
O -14.61627 17.80323 -10.92165 -0.0741
O -14.64423 14.72038 -11.56853 -0.0684
H -15.61699 16.25133 -12.65428 0.1273
H -16.58321 15.21508 -11.62341 0.1101
H -15.20423 16.32406 -9.63471 0.1136
H -16.52143 17.23018 -10.32711 0.1217
H -13.75692 17.48017 -10.63605 0.0766
H -13.82498 15.07004 -11.93621 0.0932
C -11.92285 11.52277 -10.04107 -0.2032
C -11.51342 12.13177 -8.70457 -0.2432
O -10.50144 11.27796 -8.17866 -0.0637
O -13.16004 12.05163 -10.56181 -0.0713
H -12.13408 10.46214 -9.87734 0.1300
H -11.06944 11.64223 -10.71141 0.1257
H -12.35488 12.13960 -8.00795 0.0968
H -11.17997 13.15941 -8.88001 0.1191
H -10.42650 11.52683 -7.25156 0.0879
H -13.02768 11.99575 -11.51375 0.0856
C -17.40454 11.24403 -14.12296 -0.2436
C -16.75258 11.89941 -12.92946 -0.2420
O -16.76823 11.12697 -11.74516 -0.0580
O -18.80114 11.52520 -14.12835 -0.0589
H -17.16937 10.17064 -14.13810 0.1258
H -16.97757 11.60432 -15.06937 0.1195
H -17.29449 12.85224 -12.84885 0.1140
H -15.71035 12.17141 -13.08517 0.1208
H -17.67040 10.95196 -11.45055 0.1015
H -19.16479 11.05767 -14.88666 0.0863
C -18.27265 13.81880 -8.32584 -0.2087
C -18.62186 12.72422 -9.31054 -0.2322
O -18.64963 13.16055 -10.66500 -0.0606
O -16.94607 14.28485 -8.57212 -0.0727
H -18.27954 13.44565 -7.29956 0.1157
H -19.04931 14.58662 -8.42345 0.1241
H -19.59029 12.33323 -8.96807 0.1344
H -17.98285 11.83917 -9.21638 0.0999
H -19.55853 13.39435 -10.87468 0.1005
H -16.76344 15.06184 -8.03911 0.0936
```

Output
HOMO-LUMO gap = 7.11 eV
Energy relative to the best compared isomer or geometry (same formula, charge and spin) = 171.3 kJ/mol
Net charge = 0
Molar mass = 414.346 g/mol
HOMO = -7.3 eV
E = -45972.96484 eV